Computed, not measured: C46H121F6HgN12O15S2 as an isolated structure, with wB97M-V/def2-TZVPD.

Each line ends with the Löwdin charge.
CARTESIAN COORDINATES (ANGSTROEM)
Hg -1.48 0.31 3.47  1.191
C 0.35 2.28 -0.27  -0.621
F -0.85 2.40 -0.82  0.127
F 1.23 2.33 -1.26  0.156
F 0.55 3.21 0.67  0.146
S 0.53 0.53 0.52  0.722
O 1.04 -0.35 -0.54  -0.290
O 1.51 0.73 1.59  -0.322
N -0.97 0.02 1.32  -0.357
S -1.68 -0.72 0.09  0.607
O -3.07 -0.90 0.40  -0.316
O -1.50 -0.22 -1.32  -0.305
C -0.98 -2.58 0.20  -0.585
F 0.23 -2.69 0.86  0.079
F -1.86 -3.30 0.83  0.136
F -0.88 -3.16 -1.00  0.125
C -4.26 2.20 -1.22  -0.027
C -5.49 1.57 -0.49  -0.436
C -5.96 0.28 -1.18  -0.169
O -6.17 0.38 -2.61  -0.182
C -7.43 0.93 -3.01  -0.104
N -5.13 1.31 0.86  0.055
H -4.10 3.24 -0.93  0.069
H -4.53 2.41 -2.25  0.076
H -3.37 1.58 -1.13  0.055
H -6.29 2.32 -0.48  0.135
H -6.72 -0.34 -0.71  0.129
H -5.10 -0.39 -1.21  0.117
H -7.57 1.14 -4.07  0.085
H -7.68 1.90 -2.60  0.075
H -8.25 0.28 -2.70  0.082
H -4.65 0.47 0.57  0.037
H -6.03 1.08 1.25  0.082
C 5.26 1.28 3.42  -0.055
C 5.72 -0.12 2.87  -0.369
C 4.95 -0.62 1.59  -0.172
O 5.57 -1.82 1.19  -0.216
C 4.97 -2.42 0.07  -0.118
N 7.22 -0.07 2.72  0.028
H 5.05 1.99 2.63  0.074
H 6.04 1.52 4.14  0.067
H 4.32 1.27 3.98  0.048
H 5.59 -0.80 3.72  0.110
H 4.89 0.09 0.76  0.133
H 3.97 -0.94 1.93  0.108
H 5.13 -3.50 0.04  0.071
H 5.55 -2.03 -0.77  0.073
H 3.91 -2.31 -0.18  0.089
H 7.69 0.34 3.51  0.055
H 7.56 -0.98 2.43  0.057
C 5.63 -6.22 3.71  -0.088
C 5.06 -5.30 2.66  -0.405
C 3.66 -5.64 2.18  -0.133
O 3.53 -4.99 0.85  -0.217
C 2.22 -5.06 0.32  -0.123
N 5.09 -4.01 3.43  0.029
H 5.67 -7.25 3.34  0.078
H 4.98 -6.13 4.59  0.081
H 6.64 -5.97 4.01  0.079
H 5.84 -5.14 1.92  0.139
H 2.89 -5.28 2.87  0.112
H 3.42 -6.70 2.08  0.122
H 2.13 -4.31 -0.46  0.076
H 1.45 -4.91 1.08  0.067
H 2.02 -6.06 -0.07  0.079
H 5.06 -3.25 2.76  0.032
H 5.93 -3.86 3.97  0.062
C -2.72 -4.27 4.29  -0.018
C -2.96 -2.82 3.72  -0.351
C -4.08 -2.10 4.48  -0.235
O -4.12 -0.81 3.96  -0.257
C -5.51 -0.33 4.11  -0.049
N -1.70 -2.05 3.91  0.023
H -2.74 -4.31 5.38  0.081
H -1.77 -4.62 3.90  0.080
H -3.55 -4.91 3.99  0.080
H -3.27 -2.75 2.68  0.129
H -3.78 -1.98 5.52  0.119
H -5.02 -2.64 4.43  0.135
H -5.83 0.59 3.63  0.072
H -5.69 -0.28 5.18  0.096
H -6.19 -1.04 3.63  0.095
H -1.54 -2.06 4.91  0.075
H -0.96 -2.65 3.57  0.066
C -0.88 1.06 7.78  -0.044
C -0.75 0.83 6.30  -0.405
C 0.40 -0.08 5.93  -0.178
O 0.40 -0.28 4.51  -0.326
C 1.28 -1.37 4.06  -0.030
N -2.09 0.39 5.74  0.016
H -1.04 0.11 8.29  0.089
H -1.75 1.66 8.04  0.093
H 0.06 1.45 8.17  0.098
H -0.49 1.79 5.86  0.117
H 0.26 -0.94 6.58  0.141
H 1.32 0.42 6.22  0.147
H 1.17 -1.45 2.98  0.073
H 1.15 -2.38 4.44  0.096
H 2.23 -1.04 4.48  0.103
H -2.71 1.17 5.87  0.079
H -2.56 -0.09 6.49  0.088
C 1.35 8.35 -2.36  -0.060
C 1.71 7.26 -1.39  -0.531
C 0.81 6.04 -1.26  -0.142
O -0.32 6.13 -0.35  -0.200
C -1.61 5.90 -0.85  -0.111
N 2.97 6.94 -1.78  0.043
H 2.15 9.07 -2.48  0.091
H 0.41 8.65 -1.91  0.078
H 1.04 7.97 -3.33  0.074
H 1.80 7.76 -0.42  0.145
H 1.39 5.16 -0.97  0.103
H 0.41 5.76 -2.24  0.114
H -1.80 6.42 -1.79  0.091
H -2.44 6.01 -0.15  0.078
H -1.57 4.82 -1.02  0.061
H 2.76 6.38 -2.60  0.045
H 3.22 6.24 -1.10  0.078
C -4.01 4.02 2.74  -0.026
C -2.82 3.04 2.74  -0.381
C -1.43 3.59 3.37  -0.081
O -0.55 2.43 3.37  -0.309
C 0.75 2.79 3.69  -0.134
N -3.20 1.78 3.29  -0.020
H -4.92 3.46 2.54  0.075
H -3.70 4.70 1.94  0.077
H -4.10 4.74 3.55  0.085
H -2.60 2.81 1.70  0.126
H -1.57 4.04 4.36  0.131
H -1.11 4.33 2.65  0.129
H 1.46 1.96 3.69  0.080
H 0.90 3.19 4.70  0.096
H 1.12 3.56 3.02  0.101
H -4.06 1.61 2.79  0.034
H -3.77 1.89 4.12  0.084
C 3.81 3.55 -3.48  -0.038
C 3.18 4.02 -4.83  -0.387
C 2.36 2.89 -5.41  -0.205
O 3.08 1.77 -5.96  -0.192
C 2.38 0.86 -6.80  -0.103
N 2.34 5.25 -4.77  0.063
H 4.25 2.55 -3.53  0.074
H 3.16 3.52 -2.60  0.053
H 4.67 4.22 -3.43  0.075
H 3.97 4.30 -5.53  0.139
H 1.74 3.28 -6.22  0.111
H 1.61 2.49 -4.74  0.108
H 2.12 1.26 -7.78  0.080
H 1.43 0.68 -6.31  0.074
H 2.85 -0.10 -7.01  0.085
H 2.34 5.58 -5.73  0.070
H 1.46 4.85 -4.49  0.041
C -0.88 5.62 -7.17  -0.057
C -2.03 4.75 -6.60  -0.379
C -1.85 4.73 -5.01  -0.151
O -0.79 3.89 -4.44  -0.237
C -1.23 2.67 -3.91  -0.109
N -3.26 5.52 -6.86  0.009
H 0.18 5.35 -7.07  0.061
H -1.17 6.66 -7.05  0.082
H -1.07 5.52 -8.24  0.065
H -2.22 3.74 -6.95  0.131
H -2.82 4.49 -4.58  0.103
H -1.65 5.70 -4.54  0.115
H -1.74 2.14 -4.71  0.097
H -1.89 2.97 -3.09  0.068
H -0.40 2.07 -3.55  0.077
H -4.04 4.97 -6.54  0.065
H -3.48 5.71 -7.83  0.074
C 5.25 -2.32 -4.76  -0.049
C 4.50 -2.58 -3.35  -0.362
C 2.93 -2.35 -3.48  -0.187
O 2.36 -3.21 -4.42  -0.188
C 0.96 -3.12 -4.36  -0.105
N 4.88 -3.90 -2.84  0.036
H 4.86 -2.99 -5.53  0.070
H 6.31 -2.46 -4.56  0.057
H 5.37 -1.31 -5.13  0.059
H 4.97 -1.96 -2.60  0.091
H 2.73 -1.36 -3.87  0.125
H 2.54 -2.56 -2.48  0.104
H 0.46 -3.71 -5.13  0.089
H 0.63 -2.10 -4.60  0.085
H 0.58 -3.47 -3.40  0.074
H 4.20 -4.59 -3.13  0.070
H 5.85 -4.15 -2.95  0.078
C -1.44 -8.74 -1.11  -0.042
C -2.16 -7.31 -1.06  -0.369
C -3.06 -7.06 0.19  -0.204
O -4.40 -7.50 -0.02  -0.186
C -5.13 -7.99 1.14  -0.091
N -1.04 -6.34 -0.96  0.021
H -2.23 -9.48 -1.15  0.071
H -0.86 -9.03 -0.24  0.071
H -0.80 -8.70 -1.99  0.068
H -2.75 -7.07 -1.94  0.131
H -3.07 -6.00 0.46  0.105
H -2.57 -7.60 1.00  0.114
H -5.38 -7.22 1.86  0.071
H -4.55 -8.72 1.70  0.077
H -6.05 -8.53 0.91  0.083
H -1.39 -5.45 -1.30  0.047
H -0.26 -6.61 -1.53  0.060

Net charge: +1
Molecular weight in g/mol: 1461.26
Lowest unoccupied orbital energy in eV: -2.59
E in Ha: -5159.161425